# 1
{"formula": "C3H4N4", "method": "the ωB97M-V functional and the def2-TZVPD basis", "elements": ["C", "C", "C", "H", "H", "H", "H", "N", "N", "N", "N"], "xyz": [[1.574132, -0.504723, -0.018634], [-1.585661, 0.887838, -0.012269], [-1.851589, -0.494938, -0.003138], [2.163715, 1.256205, -0.010799], [1.704811, -1.588875, -0.045737], [-2.244957, 1.759911, -0.039748], [-2.800244, -1.013132, -0.035818], [2.529783, 0.309863, -0.003499], [0.203664, -0.183261, 0.034652], [-0.271807, 1.061244, 0.010485], [-0.696585, -1.151157, 0.006413]], "atomic_forces_ev_per_a": [[0.606, -0.315, 0.239], [0.116, 0.422, 0.042], [-0.043, -0.165, -0.168], [0.007, 0.372, 0.137], [0.036, 0.252, 0.033], [0.248, -0.577, 0.041], [0.201, 0.040, 0.050], [-0.294, -0.342, -0.247], [-0.113, 0.372, -0.292], [-0.075, -0.393, 0.041], [-0.689, 0.334, 0.124]], "relative_energy_kcal_mol": 43.75, "total_charge": 0, "spin_multiplicity": 1, "smiles": "[H]/N=C\\n1nccn1", "homo_energy_ha": -0.3742, "gap_ev": 10.61, "max_force_ha_per_bohr": 0.015}



# 2
{"formula": "H3N3O2P", "method": "the ωB97M-V functional and the def2-TZVPD basis", "elements": ["N", "N", "N", "O", "O", "P", "H", "H", "H"], "xyz": [[-2.974357, -0.551864, -0.385071], [-2.350706, -0.977851, -1.207187], [1.139167, -1.015176, 0.252865], [-0.120930, 0.948119, 0.835960], [1.866787, 1.377006, -0.515996], [1.478801, 0.580140, 0.702533], [-0.184623, 1.760821, 0.361148], [0.949889, -1.042783, -0.717112], [0.195970, -1.078410, 0.672857]], "atomic_forces_ev_per_a": [[2.199, -1.502, -2.902], [-2.202, 1.507, 2.903], [-0.735, -1.805, 1.071], [-1.972, 0.069, 1.044], [0.500, 0.316, -1.019], [1.994, 0.977, 1.324], [-0.292, 1.067, -0.628], [-0.107, 0.031, -1.612], [0.615, -0.659, -0.183]], "relative_energy_kcal_mol": 5.76, "total_charge": -1, "spin_multiplicity": 1, "homo_energy_ha": -0.0937, "gap_ev": 7.11, "max_force_ha_per_bohr": 0.077}



# 3
{"formula": "C23H32Cl2O21", "method": "the ωB97M-V functional and the def2-TZVPD basis", "elements": ["C", "C", "O", "C", "O", "O", "H", "H", "H", "H", "C", "C", "O", "C", "O", "O", "H", "H", "H", "H", "C", "C", "O", "C", "O", "O", "H", "H", "H", "H", "C", "C", "O", "C", "O", "O", "H", "H", "H", "H", "C", "C", "O", "C", "O", "O", "H", "H", "H", "H", "C", "C", "O", "C", "O", "O", "H", "H", "H", "H", "C", "C", "O", "C", "O", "O", "H", "H", "H", "H", "Cl", "C", "C", "Cl", "H", "H", "H", "H"], "xyz": [[1.852614, 5.584300, 1.477931], [2.466824, 4.342080, 2.158181], [1.408504, 3.350580, 2.283411], [0.326574, 3.854140, 1.718121], [-0.768456, 3.369610, 1.676691], [0.537704, 5.099090, 1.338701], [2.421494, 5.733830, 0.560261], [1.881664, 6.513580, 2.046871], [2.806864, 4.683760, 3.135791], [3.352124, 3.901390, 1.699761], [1.356004, -0.388710, 2.481581], [1.973284, -1.718150, 2.589911], [1.569944, -2.187610, 3.857791], [0.431414, -1.583670, 4.106181], [-0.454746, -2.052470, 4.852341], [0.325514, -0.481580, 3.392411], [1.001564, -0.179110, 1.472361], [2.093464, 0.373200, 2.734071], [3.050054, -1.552060, 2.622601], [1.762234, -2.463610, 1.823201], [4.196854, -5.124760, -0.834819], [3.201374, -4.040900, -0.490629], [3.589724, -3.490160, 0.752551], [4.784934, -3.881840, 1.060171], [5.378964, -3.648150, 2.092441], [5.153524, -4.846630, 0.133231], [4.506414, -4.946000, -1.864539], [3.807244, -6.141480, -0.783889], [2.177474, -4.414250, -0.472469], [3.398034, -3.317250, -1.281679], [-0.024086, 0.991960, -1.221519], [-1.428066, 0.540070, -0.744689], [-1.276486, -0.768050, -0.248349], [-0.092226, -1.224920, -0.687389], [0.342944, -2.352050, -0.406689], [0.680304, -0.209720, -1.237109], [0.487684, 1.721650, -0.594029], [-0.104016, 1.402440, -2.228099], [-2.208836, 0.572870, -1.504579], [-1.712056, 1.291070, -0.007499], [-3.600886, -2.969280, 0.381671], [-2.765456, -4.268510, 0.875421], [-2.595436, -3.983620, 2.234721], [-3.195146, -2.771040, 2.617141], [-3.022656, -2.222660, 3.709831], [-3.758696, -2.197740, 1.552041], [-4.559556, -3.139910, -0.108169], [-2.852996, -2.495650, -0.254269], [-1.813216, -4.264560, 0.345021], [-3.242166, -5.211670, 0.608401], [-4.552866, 4.528220, -4.767229], [-3.965896, 3.266440, -5.308159], [-3.666766, 2.592870, -4.104439], [-3.599286, 3.424670, -3.062479], [-3.095156, 3.091780, -2.015339], [-4.088466, 4.582630, -3.429999], [-5.640476, 4.589540, -4.729269], [-4.126896, 5.333320, -5.365949], [-3.098576, 3.568920, -5.894979], [-4.672356, 2.653840, -5.868269], [6.288484, 0.202000, -0.733079], [6.037144, -0.576470, 0.499971], [4.834454, -0.099220, 0.977581], [4.172544, 0.594510, 0.021321], [3.121034, 1.140730, 0.138451], [4.966234, 0.694650, -1.051919], [6.584494, -0.505660, -1.507479], [6.993154, 1.026830, -0.627259], [6.899024, -0.535850, 1.166001], [5.924284, -1.624380, 0.222051], [-7.797936, 1.467020, -0.068119], [-6.710796, 0.101620, -0.593849], [-5.255936, 0.526100, -0.632819], [-4.663316, 0.967160, 1.003031], [-6.969256, -0.314060, -1.567759], [-6.985196, -0.637100, 0.159221], [-5.222646, 1.387290, -1.300159], [-4.557156, -0.235220, -0.979499]], "atomic_forces_ev_per_a": [[0.892, -1.773, 0.088], [1.005, 0.425, 1.457], [1.641, 0.110, -0.005], [-1.717, 0.405, 0.735], [0.704, -0.719, -0.240], [-0.819, 2.157, -1.727], [-0.785, 0.193, -0.503], [-0.204, -0.300, 0.205], [-0.246, -0.614, 0.396], [-0.411, -0.073, -0.462], [1.517, 0.709, -2.121], [2.785, -0.570, -1.672], [-1.571, -1.052, 2.122], [1.821, 1.391, -2.493], [-0.254, -0.092, 0.399], [-3.568, -0.334, 2.799], [-0.269, 0.099, 0.268], [-0.507, 0.353, 0.369], [0.101, -0.637, 0.038], [-0.357, 0.183, 0.159], [-1.050, 0.238, 0.057], [-0.870, -0.006, -1.755], [-1.836, 1.174, -0.163], [1.733, -2.760, 1.590], [-0.656, 0.182, -2.188], [2.662, 0.226, 1.212], [0.661, -0.198, 0.190], [0.221, -0.066, 0.439], [0.030, 0.586, 0.144], [-0.916, 0.605, 0.332], [-1.444, 0.465, -0.645], [-0.337, 2.816, -0.149], [0.903, -0.506, -0.399], [2.330, -1.290, 1.606], [-1.165, 2.745, -1.185], [-0.224, -3.025, 0.358], [-0.157, -0.198, 0.243], [0.204, -0.030, -0.012], [0.285, -0.164, -0.211], [-0.420, -0.651, 0.545], [1.737, -1.658, -0.303], [-1.224, 1.630, -1.670], [-0.665, 0.893, 1.908], [2.108, 0.277, 0.331], [-0.593, -1.602, -2.405], [-0.387, -0.033, 1.035], [0.154, -0.073, 0.191], [-0.738, 0.582, -0.206], [0.185, 0.111, 0.355], [-0.291, -0.043, 0.836], [-0.768, 1.119, -0.619], [-0.716, -0.116, 0.090], [0.804, -1.992, -0.481], [1.340, -1.165, 0.695], [-0.894, 0.724, -0.772], [0.015, 1.619, 0.839], [0.046, -0.062, -0.202], [-0.377, 0.474, 0.511], [0.340, -0.827, 0.088], [0.257, 0.112, -0.150], [-0.253, 0.057, -1.216], [1.468, -1.651, -0.312], [-1.763, 0.538, 1.574], [1.239, 0.688, -0.132], [-0.321, -0.535, 0.324], [0.196, 0.142, -0.521], [0.210, 0.557, -0.272], [-0.202, 0.060, -0.118], [-0.538, 0.270, 0.575], [-0.114, -0.159, 0.222], [0.474, -0.358, -0.754], [-0.326, -0.276, 0.701], [-0.382, 0.341, 0.489], [-0.023, 0.156, -0.327], [-0.389, 0.452, -0.076], [0.624, -0.193, -0.107], [0.457, 0.109, 0.235], [-0.400, -0.172, -0.177]], "total_charge": 1, "spin_multiplicity": 2, "homo_energy_ha": [-0.4468, -0.4468], "gap_ev": [9.72, 3.51], "s_squared": 0.755, "max_force_ha_per_bohr": 0.088}



# 4
{"formula": "C16H24N2O5S", "method": "the ωB97M-V functional and the def2-TZVPD basis", "elements": ["C", "H", "H", "H", "C", "C", "H", "H", "S", "O", "O", "N", "C", "H", "C", "N", "C", "O", "C", "C", "C", "C", "C", "C", "H", "O", "C", "H", "H", "H", "H", "O", "C", "H", "H", "H", "H", "C", "H", "C", "H", "H", "H", "H", "H", "H", "H", "H"], "xyz": [[-0.505012, -6.643269, -2.537030], [-0.609329, -7.662871, -2.176488], [-1.077733, -6.542746, -3.455881], [0.543430, -6.463794, -2.763253], [-1.003192, -5.658554, -1.484600], [-0.884403, -4.217682, -1.944932], [-1.504693, -4.004956, -2.810143], [0.144831, -3.928779, -2.135972], [-1.491506, -3.146137, -0.614946], [-2.894982, -3.379239, -0.443044], [-0.634196, -3.308317, 0.527084], [-1.267955, -1.625305, -1.311079], [-0.070492, -0.935067, -0.878614], [0.723060, -1.675056, -0.781920], [-0.286074, -0.227009, 0.466315], [-1.442195, 0.631489, 0.377954], [-1.410937, 1.986144, 0.362737], [-2.398810, 2.660152, 0.142987], [-0.080689, 2.604197, 0.679020], [0.736884, 3.035524, -0.345891], [1.950503, 3.663526, -0.050171], [2.318003, 3.849997, 1.271774], [1.481630, 3.419619, 2.304582], [0.279917, 2.791561, 2.010608], [-0.388171, 2.451877, 2.784851], [1.947093, 3.659626, 3.559900], [1.150290, 3.277343, 4.656075], [0.179371, 3.781584, 4.641333], [1.703133, 3.584852, 5.542259], [0.997608, 2.193730, 4.682809], [3.240055, 4.330830, 1.552595], [2.694975, 4.043707, -1.121776], [3.904906, 4.725432, -0.891106], [4.307336, 4.952398, -1.877076], [4.618796, 4.102446, -0.342935], [3.740619, 5.658066, -0.342940], [0.454534, 2.908077, -1.378249], [-2.651046, -0.069727, -0.001114], [-3.457403, 0.662815, -0.064656], [-2.437688, -0.767959, -1.345921], [-3.293569, -1.398020, -1.582477], [-2.291390, -0.027726, -2.138317], [-2.885634, -0.823481, 0.757860], [0.594789, 0.357556, 0.731969], [-0.464091, -0.992207, 1.229936], [0.199189, -0.205954, -1.649269], [-2.050285, -5.857260, -1.249897], [-0.429477, -5.771434, -0.562952]], "atomic_forces_ev_per_a": [[-0.092, 0.206, 0.177], [0.015, -0.110, -0.023], [-0.030, -0.041, -0.140], [0.123, -0.030, -0.072], [0.042, -0.154, -0.003], [-0.367, 0.226, 0.827], [-0.039, 0.091, -0.122], [0.135, 0.102, -0.063], [0.410, 0.020, -0.863], [-0.252, 0.094, -0.229], [0.247, 0.037, -0.077], [-0.201, -0.999, 0.269], [0.499, 0.101, 0.423], [0.169, 0.180, -0.040], [0.419, -0.207, -0.145], [-0.073, -0.151, 0.021], [0.045, -0.065, 0.094], [-0.091, 0.283, -0.085], [0.256, 0.449, -0.153], [-0.063, -0.061, 0.012], [-0.109, -0.108, 0.154], [0.176, 0.112, -0.036], [-0.070, -0.083, -0.142], [0.012, -0.008, 0.285], [-0.046, -0.022, 0.134], [0.128, 0.084, -0.367], [-0.143, -0.072, 0.190], [0.031, -0.027, -0.008], [-0.079, -0.044, -0.037], [-0.005, 0.044, -0.012], [0.127, 0.061, -0.011], [-0.328, -0.154, 0.051], [0.212, 0.109, 0.038], [0.011, 0.004, 0.098], [-0.033, 0.028, -0.010], [0.006, -0.037, -0.009], [-0.055, -0.008, -0.161], [-0.343, 0.096, -0.259], [0.055, -0.156, 0.046], [-0.585, 0.117, 0.213], [-0.077, 0.231, -0.077], [-0.003, -0.055, 0.031], [-0.028, 0.072, -0.007], [-0.071, -0.125, 0.009], [0.086, 0.145, -0.018], [0.008, -0.055, 0.024], [0.022, -0.054, 0.052], [-0.051, -0.065, 0.019]], "relative_energy_kcal_mol": 36.93, "total_charge": 0, "spin_multiplicity": 1, "smiles": "CCCS(=O)(=O)N1CCN(C(=O)c2cc(OC)cc(OC)c2)CC1", "homo_energy_ha": -0.3134, "gap_ev": 9.18, "max_force_ha_per_bohr": 0.020}



| no. | E (hartree) |
| --- | --- |
| 1 | -335.703602 |
| 2 | -658.029341 |
| 3 | -3395.672074 |
| 4 | -1507.966407 |